(one)
10
Properties=species:S:1:pos:R:3 method="wB97M-V/def2-TZVPD" multiplicity=2 gap_ev="9.702 / 4.857" total_charge=+1 s_squared=0.755
C 2.201 1.943 1.573
H 1.126 1.910 1.398
H 2.446 1.459 2.518
H 2.746 1.463 0.748
H 2.589 2.947 1.670
O -0.663 0.329 -0.445
C -1.160 -0.805 -0.347
O -0.859 -1.822 -1.054
H -1.918 -0.999 0.437
H -0.072 -1.684 -1.630

(two)
10
Properties=species:S:1:pos:R:3 method="wB97M-V/def2-TZVPD" multiplicity=2 gap_ev="4.524 / 1.095" total_charge=+1 s_squared=0.758
C -1.383 -1.925 0.268
O -2.700 -2.455 0.188
H -1.192 -1.210 -0.534
H -1.300 -1.383 1.200
H -0.654 -2.733 0.221
H -3.002 -2.412 -0.720
O 2.475 1.866 -0.310
C 2.580 3.038 -0.169
H 1.908 3.499 0.596
H 3.269 3.715 -0.740

The structure with the least stability is (two).